w | Computed, not measured: an isolated molecule of C4H10NP, with wB97M-V/def2-TZVPD.

The calculation puts the LUMO energy at 0.93 eV. As for the molar mass: 103.10 g mol⁻¹.

Geometry as XYZ:
```
16
C4H10NP wB97M-V/def2-TZVPD
C 0.085 0.909 -0.193
C -0.180 1.547 -1.557
C -0.262 -1.389 -1.166
C 0.701 0.165 2.445
N -0.013 -0.414 -0.171
P 0.304 -1.267 1.369
H -1.124 -1.254 1.424
H 0.305 2.670 -1.579
H -1.226 1.652 -1.629
H 0.233 1.004 -2.455
H -1.358 -1.780 -1.101
H -0.138 -1.000 -2.247
H 0.336 -2.257 -0.859
H 0.421 0.869 1.658
H 1.778 0.274 2.713
H 0.136 0.272 3.347
```

x | Computed, not measured: an isolated molecule of C4H10NP, with wB97M-V/def2-TZVPD.

As for the SMILES: C=NP(=C)(C)C. The calculation puts the LUMO energy at 0.52 eV. As for the molar mass: 103.10 g mol⁻¹.

Geometry as XYZ:
```
16
C4H10NP wB97M-V/def2-TZVPD
C -1.908 -0.704 1.343
C 1.618 0.350 1.068
C 0.498 -1.413 -0.983
C 0.175 1.648 -1.035
N -1.171 0.092 0.724
P 0.296 0.147 0.044
H -2.811 -0.361 1.752
H -1.733 -1.755 1.319
H 1.693 1.387 1.105
H 1.699 -0.118 2.047
H -0.258 -1.469 -1.849
H 1.427 -1.443 -1.588
H 0.117 -2.255 -0.335
H -0.463 1.357 -1.856
H -0.221 2.320 -0.326
H 1.041 2.218 -1.430
```

Which one sits at the top of the stability order? x does.

w | Computed, not measured: a cluster of 2 separate species, C7H6N4 in total, with wB97M-V/def2-TZVPD.

The calculation puts the LUMO energy at -0.54 eV. As for the molar mass: 146.15 g mol⁻¹.

Geometry as XYZ:
```
17
C7H6N4 wB97M-V/def2-TZVPD
C 2.630 -1.509 -0.584
C -1.252 -2.285 0.583
C -1.918 -0.370 -1.419
C 1.314 0.551 -0.541
C -1.778 0.553 1.003
C 2.582 -0.148 -0.191
C -1.091 0.075 -0.295
N 2.742 -2.598 -0.880
N -0.419 -2.530 1.397
N -2.581 -1.030 -2.084
N 0.150 0.235 -0.430
H -1.995 -2.152 -0.077
H -1.448 -0.050 1.805
H -2.812 0.171 0.826
H -1.633 1.652 1.115
H 3.325 0.422 -0.620
H 2.465 -0.134 0.929
```

x | Computed, not measured: a structure of composition C7H6N4, with wB97M-V/def2-TZVPD.

The calculation puts the LUMO energy at -0.01 eV. As for the molar mass: 146.15 g mol⁻¹.

Geometry as XYZ:
```
17
C7H6N4 wB97M-V/def2-TZVPD
C -0.824 2.316 -0.450
C -0.207 1.182 -0.554
C -0.201 -0.102 0.115
C -0.100 -1.376 -0.521
C 0.286 -2.436 0.280
C 0.052 -2.342 1.788
C -0.017 0.042 1.477
H -1.973 2.672 -0.095
H 0.960 0.754 -2.474
H 0.439 -1.539 -1.707
H 0.593 -3.518 -0.077
H 0.038 -3.186 2.606
H -0.022 0.961 2.041
N -0.379 3.314 -1.361
N 0.593 2.837 -1.927
N 0.665 1.560 -1.529
N 0.096 -1.141 2.388
```

Which one sits at the top of the stability order? w does.

w | Computed, not measured: a structure of composition C30H53Br3N3ORuSi, with wB97M-V/def2-TZVPD.

The multiplicity is 2. The calculation puts the LUMO energy (alpha / beta) at 0.29 / 0.22 eV. As for the molar mass: 840.64 g mol⁻¹.

Geometry as XYZ:
```
92
C30H53Br3N3ORuSi wB97M-V/def2-TZVPD
Ru 0.015 0.515 -0.301
N 0.262 -1.989 0.459
C 1.094 -2.662 1.449
C 2.506 -2.848 0.891
C 3.078 -1.592 0.220
C 3.057 -0.372 1.137
N 2.150 0.675 0.636
H -0.720 -2.053 0.707
H 0.329 -2.410 -0.462
H 0.710 -3.644 1.751
H 1.097 -2.039 2.348
H 2.492 -3.658 0.155
H 3.159 -3.182 1.703
H 2.469 -1.355 -0.657
H 4.086 -1.797 -0.145
H 4.062 0.024 1.312
H 2.667 -0.665 2.115
H 2.567 1.178 -0.138
H 1.969 1.360 1.361
Br -1.357 -2.759 -4.210
C -2.332 -1.363 -3.390
C -3.593 -1.025 -3.896
C -4.341 -0.030 -3.335
Br -6.040 0.385 -4.071
C -3.856 0.690 -2.215
C -4.543 1.727 -1.551
C -3.959 2.340 -0.477
C -2.684 1.939 -0.061
N -2.013 0.974 -0.655
C -2.580 0.341 -1.720
C -1.767 -0.704 -2.304
O -0.616 -0.966 -1.794
H -3.972 -1.572 -4.749
H -5.524 2.021 -1.898
H -4.458 3.137 0.056
H -2.195 2.416 0.778
C 1.207 4.180 -2.155
C 1.033 2.659 -2.193
C 0.154 2.270 -3.391
C 2.406 2.006 -2.359
C 0.255 2.194 -0.962
H 1.772 4.531 -3.022
H 1.740 4.493 -1.255
H 0.236 4.680 -2.161
H 0.596 2.651 -4.316
H -0.849 2.692 -3.297
H 0.063 1.184 -3.468
H 2.841 2.269 -3.327
H 2.334 0.917 -2.309
H 3.113 2.353 -1.598
H -0.437 3.021 -0.703
C 0.856 -1.243 5.736
C 0.368 0.209 5.855
C 0.240 0.547 7.349
C 1.487 1.080 5.261
Si -1.307 0.440 4.938
Br -0.770 0.458 2.726
C -2.133 2.143 5.264
C -1.074 3.256 5.269
C -3.147 2.521 4.172
C -2.859 2.164 6.618
C -2.502 -1.051 5.136
C -2.675 -1.427 6.616
C -3.888 -0.711 4.567
C -2.020 -2.297 4.373
H 1.844 -1.321 6.201
H 0.957 -1.553 4.693
H 0.204 -1.954 6.242
H 1.185 0.316 7.850
H -0.540 -0.031 7.848
H 0.036 1.604 7.518
H 2.417 0.864 5.797
H 1.298 2.148 5.352
H 1.655 0.856 4.207
H -0.497 3.275 4.341
H -0.379 3.174 6.104
H -1.579 4.222 5.363
H -2.685 2.551 3.184
H -3.531 3.523 4.390
H -4.000 1.849 4.122
H -2.206 1.914 7.455
H -3.710 1.482 6.639
H -3.249 3.171 6.798
H -3.034 -0.594 7.224
H -1.752 -1.796 7.064
H -3.416 -2.229 6.697
H -4.398 0.065 5.137
H -4.514 -1.607 4.610
H -3.835 -0.396 3.522
H -1.064 -2.678 4.723
H -1.937 -2.105 3.303
H -2.760 -3.092 4.509
```

x | Computed, not measured: a structure of composition C30H53Br3N3ORuSi, with wB97M-V/def2-TZVPD.

The multiplicity is 2. The calculation puts the LUMO energy (alpha / beta) at 0.18 / 0.05 eV. As for the molar mass: 840.64 g mol⁻¹.

Geometry as XYZ:
```
92
C30H53Br3N3ORuSi wB97M-V/def2-TZVPD
Ru 0.663 2.930 -1.318
N -0.983 1.276 -2.001
C -0.537 0.276 -2.974
C -0.594 0.818 -4.393
C 0.213 2.090 -4.643
C 1.684 1.978 -4.241
N 1.993 2.755 -3.019
H -1.079 0.847 -1.087
H -1.897 1.639 -2.258
H -1.138 -0.640 -2.924
H 0.485 0.001 -2.701
H -1.640 1.003 -4.659
H -0.249 0.028 -5.067
H -0.226 2.939 -4.112
H 0.141 2.330 -5.706
H 2.326 2.321 -5.057
H 1.953 0.938 -4.047
H 2.038 3.741 -3.270
H 2.921 2.499 -2.693
Br -1.240 7.035 -3.816
C -1.829 6.203 -2.225
C -2.994 6.674 -1.613
C -3.471 6.089 -0.474
Br -5.070 6.755 0.302
C -2.789 4.993 0.107
C -3.230 4.299 1.257
C -2.519 3.229 1.716
C -1.342 2.850 1.052
N -0.878 3.483 -0.005
C -1.601 4.542 -0.511
C -1.086 5.139 -1.724
O -0.017 4.682 -2.290
H -3.522 7.506 -2.058
H -4.135 4.621 1.752
H -2.836 2.669 2.584
H -0.756 2.013 1.400
C 3.525 3.482 0.868
C 2.686 2.204 0.975
C 3.628 1.018 1.224
C 1.736 2.331 2.159
C 1.983 2.033 -0.376
H 4.091 3.641 1.790
H 2.888 4.351 0.692
H 4.238 3.419 0.041
H 4.159 1.132 2.173
H 4.372 0.934 0.428
H 3.073 0.080 1.260
H 2.304 2.462 3.084
H 1.123 1.432 2.268
H 1.081 3.198 2.050
H 2.702 1.465 -1.012
C 1.791 -2.410 2.920
C 0.413 -3.084 2.966
C 0.603 -4.536 3.439
C -0.394 -2.328 4.035
Si -0.426 -3.036 1.244
Br -1.154 -0.889 1.013
C -2.012 -4.106 1.131
C -2.825 -4.024 2.432
C -2.956 -3.642 0.009
C -1.654 -5.581 0.883
C 0.779 -3.283 -0.229
C 1.634 -4.546 -0.033
C 0.000 -3.431 -1.545
C 1.727 -2.088 -0.423
H 2.196 -2.369 3.936
H 1.725 -1.385 2.551
H 2.510 -2.953 2.309
H 1.166 -4.532 4.377
H 1.163 -5.144 2.726
H -0.345 -5.037 3.635
H 0.128 -2.431 4.992
H -1.404 -2.705 4.170
H -0.460 -1.264 3.806
H -3.096 -2.996 2.678
H -2.304 -4.457 3.285
H -3.754 -4.588 2.298
H -3.293 -2.618 0.165
H -3.841 -4.288 0.016
H -2.516 -3.705 -0.983
H -0.982 -5.988 1.640
H -1.195 -5.738 -0.093
H -2.573 -6.176 0.907
H 1.037 -5.450 0.100
H 2.307 -4.459 0.821
H 2.257 -4.694 -0.921
H -0.596 -4.342 -1.584
H 0.718 -3.477 -2.371
H -0.658 -2.579 -1.726
H 2.401 -1.933 0.416
H 1.190 -1.154 -0.595
H 2.348 -2.285 -1.304
```

Which one sits at the top of the stability order? x does.

w | Computed, not measured: a cluster of 5 separate species, H12NO4 in total, with wB97M-V/def2-TZVPD.

The calculation puts the LUMO energy at -3.00 eV. As for the charge: +1. As for the molar mass: 90.10 g mol⁻¹.

Geometry as XYZ:
```
17
H12NO4 wB97M-V/def2-TZVPD
N -0.068 0.671 0.662
H 0.106 0.204 -0.244
H -0.892 0.289 1.134
H 0.712 0.595 1.352
H -0.245 1.664 0.559
H -0.444 -1.040 -5.030
H -0.522 0.420 -4.654
O -0.516 -0.465 -4.259
H -1.614 -0.180 3.574
H -2.428 -0.718 2.426
O -1.528 -0.745 2.784
H 3.065 0.894 1.860
H 2.090 0.824 3.111
O 2.246 1.214 2.248
H -0.234 -0.825 -2.467
H 0.212 -1.882 -1.519
O 0.062 -0.921 -1.539
```

x | Computed, not measured: a cluster of 5 separate species, H12NO4 in total, with wB97M-V/def2-TZVPD.

The calculation puts the LUMO energy at -2.97 eV. As for the charge: +1. As for the molar mass: 90.10 g mol⁻¹.

Geometry as XYZ:
```
17
H12NO4 wB97M-V/def2-TZVPD
N -0.779 -0.735 0.572
H 0.041 -0.169 0.988
H -0.579 -1.037 -0.414
H -1.781 -0.357 0.620
H -1.074 -1.630 0.984
H 4.738 0.425 0.252
H 5.248 1.457 1.126
O 4.488 0.831 1.132
H -2.394 -2.055 -2.459
H -1.661 -0.854 -2.980
O -1.944 -1.265 -2.170
H -3.511 0.404 -0.841
H -3.296 1.624 0.161
O -2.947 0.786 -0.180
H 1.780 1.408 1.631
H 2.232 0.309 0.743
O 1.440 0.857 0.835
```

Which one sits at the top of the stability order? w does.

w | Computed, not measured: an isolated molecule of C7H6, with wB97M-V/def2-TZVPD.

The calculation puts the LUMO energy (alpha / beta) at 0.17 / 0.39 eV. As for the molar mass: 90.12 g mol⁻¹.

Geometry as XYZ:
```
13
C7H6 wB97M-V/def2-TZVPD
C 0.304 -1.375 0.006
C -1.082 -0.745 -0.076
C 0.744 1.014 0.032
C 1.249 -0.419 -0.097
C -1.318 0.112 -1.222
C -1.365 0.213 1.118
C -0.784 0.824 -0.085
H 0.365 -2.373 0.182
H 0.851 1.437 0.998
H 1.347 1.622 -0.697
H 2.264 -0.516 0.055
H -1.823 0.149 -2.127
H -0.753 0.057 1.912
```

x | Computed, not measured: an isolated molecule of C7H6, with wB97M-V/def2-TZVPD.

The calculation puts the LUMO energy (alpha / beta) at 0.35 / 0.57 eV. As for the molar mass: 90.12 g mol⁻¹.

Geometry as XYZ:
```
13
C7H6 wB97M-V/def2-TZVPD
C -0.232 -1.350 0.068
C 1.082 -0.694 -0.045
C -0.748 1.108 -0.028
C -1.175 -0.417 0.028
C 1.277 0.140 1.155
C 1.445 0.201 -1.229
C 0.788 0.896 0.062
H -0.409 -2.409 -0.139
H -1.124 1.553 -0.894
H -0.972 1.768 0.842
H -2.276 -0.633 0.132
H 1.278 -0.120 2.197
H 1.067 -0.041 -2.148
```

Which one sits at the top of the stability order? x does.

w | Computed, not measured: an isolated molecule of C21H29N5O2, with wB97M-V/def2-TZVPD.

As for the SMILES: Cc1cnn(CCCNC(=O)C[C@@H]2CCN(Cc3ccc(C(N)=O)cc3)C2)c1. The calculation puts the LUMO energy at 0.63 eV. As for the molar mass: 383.50 g mol⁻¹.

Geometry as XYZ:
```
57
C21H29N5O2 wB97M-V/def2-TZVPD
C 1.075 7.987 -4.071
C 1.194 7.286 -2.755
C 2.299 6.578 -2.243
N 2.045 6.050 -1.054
N 0.787 6.409 -0.781
C 0.172 5.987 0.461
C 0.054 4.473 0.548
C -0.617 4.041 1.845
N -0.758 2.581 1.988
C 0.463 1.870 2.113
O 1.048 1.814 3.167
C 0.868 1.002 0.941
C -0.027 -0.239 0.857
C 0.078 -1.182 2.079
C 0.351 -2.563 1.476
N -0.129 -2.448 0.101
C 0.305 -3.525 -0.763
C -0.313 -4.849 -0.385
C -1.669 -4.930 -0.077
C -2.242 -6.144 0.254
C -1.475 -7.305 0.270
C -2.159 -8.587 0.638
N -1.544 -9.737 0.236
O -3.202 -8.601 1.263
C -0.120 -7.226 -0.025
C 0.456 -6.004 -0.344
C 0.333 -1.139 -0.325
C 0.242 7.150 -1.771
H 0.344 8.794 -4.025
H 2.029 8.422 -4.368
H 0.765 7.304 -4.864
H 3.269 6.438 -2.694
H 0.768 6.369 1.292
H -0.811 6.457 0.509
H -0.519 4.109 -0.311
H 1.056 4.045 0.474
H -0.049 4.399 2.706
H -1.615 4.478 1.920
H -1.233 2.252 1.151
H 0.805 1.565 0.005
H 1.904 0.700 1.095
H -1.067 0.077 0.739
H 0.874 -0.871 2.756
H -0.849 -1.176 2.651
H 1.433 -2.781 1.486
H -0.154 -3.376 1.998
H 0.014 -3.274 -1.788
H 1.405 -3.622 -0.758
H -2.263 -4.025 -0.086
H -3.291 -6.217 0.509
H -0.839 -9.725 -0.477
H -2.045 -10.594 0.396
H 0.510 -8.105 0.031
H 1.518 -5.948 -0.551
H -0.140 -0.838 -1.262
H 1.429 -1.132 -0.478
H -0.765 7.527 -1.699
```

x | Computed, not measured: an isolated molecule of C21H29N5O2, with wB97M-V/def2-TZVPD.

As for the SMILES: Cc1cnn(CCCNC(=O)C[C@@H]2CCN(Cc3ccc(C(N)=O)cc3)C2)c1. The calculation puts the LUMO energy at 0.58 eV. As for the molar mass: 383.50 g mol⁻¹.

Geometry as XYZ:
```
57
C21H29N5O2 wB97M-V/def2-TZVPD
C -1.551 -10.159 -1.382
C -1.861 -8.841 -0.747
C -2.925 -7.962 -1.037
N -2.910 -6.889 -0.258
N -1.845 -7.053 0.532
C -1.478 -6.013 1.469
C -0.716 -4.875 0.810
C -0.348 -3.798 1.818
N 0.449 -2.715 1.240
C -0.178 -1.506 0.945
O -1.098 -1.439 0.164
C 0.456 -0.278 1.569
C -0.076 1.022 0.997
C 0.290 1.252 -0.488
C 0.977 2.620 -0.515
N 0.490 3.285 0.690
C 1.257 4.455 1.060
C 1.129 5.568 0.050
C -0.120 5.916 -0.457
C -0.247 6.944 -1.372
C 0.871 7.659 -1.789
C 0.661 8.759 -2.786
N 1.633 9.718 -2.841
O -0.315 8.791 -3.508
C 2.120 7.310 -1.293
C 2.246 6.268 -0.384
C 0.494 2.250 1.708
C -1.190 -8.205 0.272
H -1.057 -10.830 -0.680
H -2.465 -10.648 -1.719
H -0.899 -10.049 -2.250
H -3.702 -8.085 -1.774
H -2.399 -5.647 1.924
H -0.879 -6.478 2.256
H 0.193 -5.260 0.340
H -1.328 -4.437 0.020
H -1.262 -3.381 2.253
H 0.222 -4.233 2.643
H 1.340 -2.594 1.696
H 0.285 -0.334 2.651
H 1.543 -0.336 1.434
H -1.161 1.021 1.100
H 0.943 0.467 -0.870
H -0.605 1.248 -1.106
H 2.077 2.513 -0.477
H 0.738 3.204 -1.404
H 0.887 4.807 2.028
H 2.326 4.206 1.195
H -0.991 5.357 -0.138
H -1.213 7.209 -1.781
H 2.344 9.793 -2.139
H 1.488 10.479 -3.481
H 3.014 7.817 -1.637
H 3.228 5.991 -0.019
H -0.094 2.557 2.576
H 1.524 2.046 2.062
H -0.309 -8.483 0.828
```

Which one sits at the top of the stability order? x does.

w | Computed, not measured: a cluster of 2 separate species, C2H5FN2 in total, with wB97M-V/def2-TZVPD.

The calculation puts the LUMO energy at 0.65 eV. As for the molar mass: 76.07 g mol⁻¹.

Geometry as XYZ:
```
10
C2H5FN2 wB97M-V/def2-TZVPD
C -3.299 0.798 0.366
C 2.707 -0.759 -0.506
N -2.136 0.390 0.639
N -1.069 -0.004 0.627
F 3.409 -0.225 0.498
H -3.840 0.964 1.269
H -3.363 1.386 -0.612
H 2.696 0.128 -1.274
H 3.214 -1.566 -0.849
H 1.681 -1.112 -0.158
```

x | Computed, not measured: an isolated molecule of C2H5FN2, with wB97M-V/def2-TZVPD.

As for the SMILES: N/N=C/CF. The calculation puts the LUMO energy at 1.11 eV. As for the molar mass: 76.07 g mol⁻¹.

Geometry as XYZ:
```
10
C2H5FN2 wB97M-V/def2-TZVPD
C 0.209 -0.462 -0.446
C 0.126 -1.272 0.748
H 0.570 1.151 -2.350
H 0.203 2.482 -1.430
H 0.563 -0.983 -1.332
H 1.126 -1.614 0.975
H -0.512 -2.145 0.581
N 0.003 1.517 -1.570
N -0.126 0.780 -0.454
F -0.343 -0.507 1.768
```

Which one sits at the top of the stability order? x does.

w | Computed, not measured: an isolated molecule of C4H5PS, with wB97M-V/def2-TZVPD.

As for the SMILES: C1=P2=S=1=CCC2. The calculation puts the LUMO energy (alpha / beta) at -0.56 / -0.78 eV. As for the molar mass: 116.12 g mol⁻¹.

Geometry as XYZ:
```
11
C4H5PS wB97M-V/def2-TZVPD
C -1.316 -0.159 0.314
C 0.411 -2.139 0.364
C -0.404 0.507 -0.639
C 0.972 0.642 -0.004
P 1.514 -0.882 0.992
S -0.540 -1.133 1.475
H -2.317 -0.644 -0.100
H -0.373 -0.062 -1.495
H -0.725 1.460 -0.841
H 1.670 0.896 -0.807
H 1.109 1.513 0.740
```

x | Computed, not measured: a cluster of 2 separate species, C4H5PS in total, with wB97M-V/def2-TZVPD.

The calculation puts the LUMO energy (alpha / beta) at -1.28 / -1.34 eV. As for the molar mass: 116.12 g mol⁻¹.

Geometry as XYZ:
```
11
C4H5PS wB97M-V/def2-TZVPD
C -2.090 0.121 -0.495
C -0.693 0.567 -0.369
C -2.292 -1.180 -0.214
C 0.132 -0.559 -0.216
P 3.309 -0.729 -0.131
S -0.746 -1.998 0.097
H -2.927 0.715 -0.823
H -0.230 1.491 -0.400
H -3.307 -1.642 -0.335
H 3.570 -1.984 -0.787
H 3.002 -1.636 1.086
```

Which one sits at the top of the stability order? x does.